Record 1
Entry from OMol25: a molecular structure, C39H34Cl2N4P2RuS4 (ωB97M-V/def2-TZVPD).

Results
Energy above the lowest of the compared OMol25 structures with the same formula, charge and spin: 0.814 eV
HOMO (spin up / spin down): -10.053 / -10.050 eV
Total energy: -136496.53689 eV
Orbital gap (spin up / spin down): 6.6322 / 5.6498 eV

Geometry as ORCA input:
```
! wB97M-V def2-TZVPD RIJCOSX def2/J DEFGRID3
* xyz 1 2
Ru -0.10501 0.80407 -0.41085
C 3.60788 -1.01428 -0.92064
N 2.47697 -0.91621 0.01526
P 2.00376 0.61441 0.60089
C 2.20451 0.59452 2.38784
C 1.40510 1.42047 3.17091
C 1.55179 1.41991 4.55052
C 2.48373 0.58254 5.14576
C 3.27034 -0.25680 4.36553
C 3.13338 -0.25282 2.98733
C 3.20708 1.84058 0.02051
C 2.98478 2.52150 -1.17761
C 3.91549 3.43579 -1.64595
C 5.07362 3.68150 -0.92185
C 5.29597 3.02008 0.27793
C 4.36567 2.10719 0.75045
P 0.92076 -1.74923 0.01749
C 1.08745 -3.23946 -1.01593
C -0.10012 -3.84173 -1.43042
C -0.08308 -5.04635 -2.11685
C 1.12291 -5.66364 -2.40684
C 2.31269 -5.08289 -1.98597
C 2.29738 -3.88759 -1.28682
C 0.98379 -2.44481 1.71152
C 0.22384 -1.88064 2.73233
C 0.31537 -2.36448 4.03134
C 1.17005 -3.41439 4.32073
C 1.94590 -3.97320 3.31198
C 1.85328 -3.49331 2.01700
H 4.54612 -1.10500 -0.36981
H 3.68181 -0.14271 -1.56938
H 3.49150 -1.88109 -1.56205
H 0.64553 2.04070 2.71421
H 0.92662 2.06030 5.15865
H 2.59032 0.57422 6.22248
H 3.98394 -0.92195 4.83351
H 3.72083 -0.92894 2.37724
H 2.07822 2.35958 -1.74635
H 3.73111 3.95999 -2.57438
H 5.79807 4.39666 -1.28837
H 6.19257 3.21766 0.84998
H 4.53933 1.61078 1.69640
H -1.05449 -3.38899 -1.20044
H -1.01985 -5.49732 -2.41651
H 1.13924 -6.59898 -2.95031
H 3.25761 -5.56804 -2.19260
H 3.23854 -3.48050 -0.94504
H -0.40570 -1.02308 2.53086
H -0.28237 -1.91551 4.81407
H 1.23480 -3.79975 5.32996
H 2.61904 -4.79075 3.53506
H 2.46363 -3.94224 1.24716
S -1.66800 1.66636 -2.04511
C -1.18981 3.14347 -1.26214
C -1.61783 4.44945 -1.44489
C -1.08359 5.42940 -0.62755
C -0.14571 5.10117 0.34331
C 0.24101 3.78123 0.46713
N -0.26905 2.84171 -0.33047
H -2.35372 4.67382 -2.20366
H -1.40050 6.45757 -0.74430
H 0.27804 5.85021 0.99555
H 0.97493 3.46431 1.19392
Cl -1.51298 -1.32121 -2.98470
C -0.22409 -0.56879 -3.89419
Cl 1.13274 0.02716 -2.85757
H -0.60744 0.30112 -4.41299
H 0.22399 -1.29651 -4.55933
S -4.33020 -3.92151 -0.71685
C -3.87884 -2.42418 -0.21396
S -2.63130 -2.15055 0.97413
C -2.68128 -0.44106 0.62237
N -3.63137 -0.11063 -0.17547
N -4.32014 -1.19859 -0.61596
C -5.33391 -0.97236 -1.60543
C -5.04496 -0.12365 -2.66197
C -6.02021 0.11443 -3.61773
C -7.26289 -0.49421 -3.51224
C -7.53631 -1.33740 -2.44413
C -6.57152 -1.57899 -1.47926
S -1.60270 0.79532 1.24863
H -4.07264 0.34809 -2.72056
H -5.80700 0.77524 -4.44742
H -8.02151 -0.30742 -4.26047
H -8.50657 -1.80724 -2.35692
H -6.77282 -2.23444 -0.64368
*
```

Löwdin population analysis, charges in e, atoms 1 to 5:
1 Ru 0.496
2 C -0.153
3 N -0.461
4 P 0.847
5 C -0.368



Record 2
Entry from OMol25: 12 unconnected molecules or ions with the total composition H25O12 (ωB97M-V/def2-TZVPD).

Results
Energy above the lowest of the compared OMol25 structures with the same formula, charge and spin: 1.712 eV
HOMO: -13.777 eV
Total energy: -24969.31939 eV
Orbital gap: 11.0168 eV

Geometry as ORCA input:
```
! wB97M-V def2-TZVPD RIJCOSX def2/J DEFGRID3
* xyz 1 1
O 1.87994 -1.31272 0.61900
H -2.74566 3.43262 -2.39009
H 0.29905 -3.35919 -2.27519
O -1.73111 2.00839 0.90806
H -1.15640 1.95222 0.15112
H -1.31443 2.11777 1.75616
O -0.19013 3.57791 -0.79933
H 1.23565 -0.39539 -2.38560
O 0.74404 1.56009 -2.91270
H -1.11067 3.52581 -1.21836
H 0.43719 2.06132 -2.15446
O 3.57475 0.71478 -1.36904
H 4.13589 0.14241 -0.79425
H 4.03091 1.57563 -1.23897
O -0.30340 -0.57312 1.80351
H -4.36554 0.32241 1.25482
H -0.70586 -1.01619 2.56826
O 0.94483 -3.70472 -1.65738
H 1.76198 -3.52971 -2.12526
H 1.93155 -1.64018 -0.39149
O -1.12765 -1.39535 4.25553
H 0.92023 -1.06301 0.75387
H -1.76514 -0.70988 4.52966
O 1.75363 -1.16955 -2.09805
H 0.01583 4.41857 -0.33465
H 2.61360 -0.89352 -2.42642
O -2.72734 3.43887 -1.42817
H -3.30684 2.75128 -1.10240
H -0.92280 0.14181 1.57713
O -3.54120 -0.16345 1.16998
H 1.13637 2.09706 -3.60062
H 1.99364 -2.30690 0.88758
O 0.99336 -3.47925 1.51055
H -1.47948 -2.25760 4.04248
H 0.65882 -3.80422 2.38653
H -2.77220 0.31170 1.58133
H 0.20457 -3.37670 0.94688
*
```

natural (NBO) population analysis, charges in e, atoms 1 to 5:
1 O -0.829
2 H 0.491
3 H 0.480
4 O -0.974
5 H 0.507



Record 3
Entry from OMol25: a gas-phase ion, C3H11N2 (charge +1) (ωB97M-V/def2-TZVPD).

Results
Energy above the lowest of the compared OMol25 structures with the same formula, charge and spin: 1.862 eV
HOMO: -13.781 eV
SMILES: CNCC[NH3+]
Total energy: -6261.71982 eV
Orbital gap: 10.2761 eV

Geometry as ORCA input:
```
! wB97M-V def2-TZVPD RIJCOSX def2/J DEFGRID3
* xyz 1 1
N 0.10500 -0.15130 1.91665
C 0.26669 1.19854 1.25919
C -0.20214 0.86857 -0.39169
N 0.19982 -0.52064 -0.80440
C -0.36505 -1.08533 -2.02953
H -0.13843 -0.68541 1.05414
H 1.05599 -0.53593 2.18446
H -0.55212 -0.24279 2.72474
H -0.19984 1.91808 1.91717
H 1.34349 1.29227 1.22591
H -1.39013 0.76728 -0.36205
H 0.13199 1.65430 -1.01731
H 1.18715 -0.64325 -0.82133
H -0.14991 -2.20247 -1.97025
H 0.17799 -0.69452 -2.88562
H -1.47050 -0.93740 -2.00007
*
```

natural (NBO) population analysis, charges in e, atoms 1 to 5:
1 N -0.733
2 C -0.231
3 C -0.214
4 N -0.675
5 C -0.412



Record 4
Entry from OMol25: a single C3H7NOS2 molecule (ωB97M-V/def2-TZVPD).

Results
Energy above the lowest of the compared OMol25 structures with the same formula, charge and spin: 3.405 eV
HOMO: -8.899 eV
SMILES: CN(O)C(=S)CS
Total energy: -28429.83652 eV
Orbital gap: 9.1240 eV

Geometry as ORCA input:
```
! wB97M-V def2-TZVPD RIJCOSX def2/J DEFGRID3
* xyz 0 1
C 1.98593 0.67860 -0.95063
C 0.09033 0.14071 0.54148
C -0.66680 1.21635 -0.16720
H 2.72657 1.43274 -0.56768
H 1.38603 1.18077 -1.67831
H 2.68454 -0.08158 -1.42015
H 1.34123 -1.32576 1.52339
H -0.21250 2.04866 -0.49376
H -1.47257 1.54326 0.46207
H -2.08770 -0.64916 -0.99543
N 1.34631 0.04706 0.11677
O 1.94109 -1.17350 0.57350
S -0.67655 -0.89594 1.65855
S -1.68440 0.43942 -1.58214
*
```

natural (NBO) population analysis, charges in e, atoms 1 to 5:
1 C -0.442
2 C 0.127
3 C -0.536
4 H 0.210
5 H 0.232



Record 5
Entry from OMol25: a molecular structure, C6H6Cl2LaLuN2O3 (ωB97M-V/def2-TZVPD).

Results
Energy above the lowest of the compared OMol25 structures with the same formula, charge and spin: 0.000 eV
HOMO: -22.397 eV
Total energy: -74923.18824 eV
Orbital gap: 7.0722 eV

Geometry as ORCA input:
```
! wB97M-V def2-TZVPD RIJCOSX def2/J DEFGRID3
* xyz 4 1
Lu -1.80794 -0.29426 -5.14243
La 1.25657 -0.03511 -1.19809
Cl -2.28004 -2.26980 -3.93730
Cl -0.54470 1.01263 -2.92936
C 1.72915 2.07768 -0.44916
C 0.00613 -1.55426 -5.79660
C -0.00441 0.90958 -6.09678
O 1.76673 3.17248 -0.04020
O 0.94180 -2.08468 -6.21251
O 0.96020 1.39044 -6.50646
C -1.31786 0.44014 3.90873
N -0.17179 -0.13793 3.17664
C 0.84596 -0.90948 3.92827
C -0.09526 -0.06883 1.90157
N 0.21273 -0.10505 0.74631
H -1.09103 0.39800 4.97725
H -2.23746 -0.12676 3.71275
H -1.46537 1.47935 3.59978
H 0.73511 -1.99174 3.75004
H 1.85476 -0.60025 3.61949
H 0.70670 -0.70217 4.98807
*
```

Löwdin population analysis, charges in e, atoms 1 to 5:
1 Lu 1.329
2 La 1.876
3 Cl 0.034
4 Cl -0.118
5 C -0.134